# 1
Here is C35H45BrN4OsP2 as an isolated structure at a distorted geometry from OMol25. Energies are from the ωB97M-V functional and the def2-TZVPD basis.

DFT total energy, eV: -134020.5657
<S²>: 6.1583
Energy relative to the best compared isomer or geometry (same formula, charge and spin), eV: 0.0000
Gap between HOMO and LUMO (spin up / spin down), eV: 5.915 / 3.017
HOMO level (spin up / spin down), eV: -17.658 / -16.945
Strongest force on any atom, hartree/bohr: 0.1758

```
! RIJCOSX wB97M-V def2-TZVPD def2/J DEFGRID3
* xyz 4 5
C -1.87 -1.51 -5.42
C -1.46 -0.14 -5.44
C -1.33 0.47 -6.71
C -1.49 -0.31 -7.87
N -1.84 -1.60 -7.82
C -2.04 -2.18 -6.64
C -1.22 0.60 -4.23
C -0.62 0.58 -3.07
C 0.77 0.18 -2.66
C 0.71 -0.54 -1.43
C 1.93 -1.21 -1.03
C 3.14 -1.02 -1.72
C 3.12 -0.40 -3.01
C 1.92 0.13 -3.50
Os -0.23 1.26 -1.40
P -2.19 1.09 -0.13
H -1.10 1.52 -6.80
H -2.09 -2.04 -4.50
H -1.36 0.13 -8.87
H -2.36 -3.24 -6.67
H 1.86 0.62 -4.47
H -0.15 -1.13 -1.11
H 4.04 -0.36 -3.60
H 1.76 -1.81 -0.14
C -1.83 1.51 1.64
C -2.64 2.64 2.25
H -0.75 1.72 1.71
H -2.00 0.57 2.19
H -2.11 2.98 3.15
H -2.74 3.51 1.57
H -3.64 2.32 2.54
C -3.07 2.40 -1.10
C -4.29 1.95 -1.90
H -2.33 2.71 -1.87
H -3.27 3.31 -0.52
H -4.42 2.68 -2.72
H -4.09 0.97 -2.35
H -5.22 1.89 -1.31
C -3.40 -0.26 0.14
C -4.55 0.07 1.09
H -2.76 -1.04 0.57
H -3.75 -0.63 -0.83
H -5.30 -0.73 1.05
H -4.21 0.12 2.13
H -5.06 1.01 0.85
Br 4.74 -1.40 -0.91
P 1.84 3.85 -0.59
C 0.69 3.26 0.71
C 0.26 4.42 1.61
H 1.18 2.48 1.31
H -0.16 2.80 0.15
H -0.76 4.29 1.99
H 0.93 4.50 2.47
H 0.30 5.37 1.07
C 3.34 3.21 0.30
C 4.63 3.76 -0.29
H 3.32 2.11 0.28
H 3.25 3.54 1.35
H 5.49 3.42 0.30
H 4.79 3.42 -1.32
H 4.63 4.85 -0.28
C 1.77 2.93 -2.16
C 2.24 3.66 -3.43
H 0.65 2.71 -2.38
H 2.34 2.00 -2.01
H 2.20 2.96 -4.27
H 1.52 4.47 -3.64
H 3.25 4.08 -3.34
N 0.03 -7.29 9.71
C 0.19 -6.77 8.67
C 0.42 -6.11 7.40
C 1.51 -6.48 6.61
C 1.81 -5.76 5.43
C 1.02 -4.65 5.07
C -0.12 -4.33 5.82
C -0.42 -5.07 6.97
N 1.35 -3.93 3.90
C 2.46 -4.14 3.06
C 2.31 -3.31 1.97
N 1.17 -2.54 2.14
C 0.65 -2.88 3.32
H 2.13 -7.33 6.90
H 2.63 -6.08 4.79
H -0.77 -3.51 5.50
H -1.32 -4.86 7.55
H 3.27 -4.79 3.33
H 2.94 -3.21 1.11
H -0.20 -2.43 3.81
*
```

# 2
Here is an isolated ion of composition C3H7N4O2 and charge +1 at a distorted geometry from OMol25. Energies are from the ωB97M-V functional and the def2-TZVPD basis.

DFT total energy, eV: -13273.0743
Energy relative to the best compared isomer or geometry (same formula, charge and spin), eV: 0.0755
Gap between HOMO and LUMO, eV: 9.299
HOMO level, eV: -14.626
Strongest force on any atom, hartree/bohr: 0.1088

```
! RIJCOSX wB97M-V def2-TZVPD def2/J DEFGRID3
* xyz 1 1
C -1.10 -0.71 -0.05
C -1.41 0.74 0.07
C 0.88 0.48 0.04
N 0.25 -0.93 0.01
N -1.98 -1.63 -0.12
N 1.76 0.52 1.21
N 1.53 0.56 -1.21
O -2.44 1.32 0.08
O -0.24 1.39 0.19
H 0.82 -1.66 0.36
H -2.96 -1.25 0.03
H -2.00 -2.64 -0.15
H 2.58 1.02 1.09
H 1.26 0.93 1.93
H 1.11 0.28 -2.12
H 1.92 1.58 -1.35
*
```

# 3
Here is one molecule with the formula C5H8S3 at a distorted geometry from OMol25. Energies are from the ωB97M-V functional and the def2-TZVPD basis.

DFT total energy, eV: -37817.7082
Energy relative to the best compared isomer or geometry (same formula, charge and spin), eV: 2.4598
Gap between HOMO and LUMO (spin up / spin down), eV: 5.799 / 5.835
HOMO level (spin up / spin down), eV: -7.133 / -7.143
Strongest force on any atom, hartree/bohr: 0.0657

```
! RIJCOSX wB97M-V def2-TZVPD def2/J DEFGRID3
* xyz 0 1
C -0.35 -1.30 -0.48
C -0.46 -1.04 1.01
C 0.56 -0.23 -1.11
C -0.25 0.50 1.08
C 0.55 0.93 -0.18
S -2.03 1.33 0.88
S -1.45 2.40 -0.76
S 1.93 1.89 0.13
H -0.08 -2.31 -0.52
H -1.37 -1.33 -0.75
H -1.47 -1.39 1.41
H 0.24 -1.58 1.65
H 1.61 -0.56 -1.30
H 0.09 0.16 -2.11
H 0.05 0.67 2.14
H 2.43 1.84 -1.08
*
```

# 4
Here is an isolated ion of composition C6H11N2 and charge +1 at a distorted geometry from OMol25. Energies are from the ωB97M-V functional and the def2-TZVPD basis.

DFT total energy, eV: -9368.9940
Energy relative to the best compared isomer or geometry (same formula, charge and spin), eV: 5.7406
Gap between HOMO and LUMO (spin up / spin down), eV: 8.179 / 8.180
HOMO level (spin up / spin down), eV: -12.221 / -12.221
Strongest force on any atom, hartree/bohr: 0.0840

```
! RIJCOSX wB97M-V def2-TZVPD def2/J DEFGRID3
* xyz 1 1
C -2.10 -0.11 0.00
C 0.52 0.62 -0.19
C -0.18 -1.63 0.00
C -3.23 0.78 0.00
C 1.45 1.77 0.00
C 2.22 -1.19 0.00
N -1.44 -1.06 -0.16
N 0.90 -0.60 0.02
H -0.28 -2.16 0.87
H -0.15 -2.23 -0.94
H -3.63 0.75 -1.05
H -3.07 1.90 0.18
H -3.75 0.71 0.93
H 1.01 2.60 0.64
H 1.78 2.13 -0.87
H 2.50 1.65 0.42
H 2.37 -1.46 1.08
H 2.99 -0.38 -0.19
H 2.10 -2.10 -0.75
*
```

# 5
Here is C26H26N7S2Sm as an isolated structure at a distorted geometry from OMol25. Energies are from the ωB97M-V functional and the def2-TZVPD basis.

DFT total energy, eV: -77378.4044
<S²>: 8.7612
Energy relative to the best compared isomer or geometry (same formula, charge and spin), eV: 0.0000
Gap between HOMO and LUMO (spin up / spin down), eV: 7.245 / 7.327
HOMO level (spin up / spin down), eV: -13.349 / -13.366
Strongest force on any atom, hartree/bohr: 0.0556

```
! RIJCOSX wB97M-V def2-TZVPD def2/J DEFGRID3
* xyz 2 6
Sm -4.60 17.03 2.42
C -3.66 15.81 -0.65
N -3.03 15.97 0.68
C -2.43 14.72 1.12
C -2.25 14.66 2.63
C -1.36 13.73 3.17
C -1.24 13.64 4.56
C -2.02 14.49 5.32
C -2.80 15.43 4.74
N -2.93 15.52 3.41
C -2.04 17.11 0.60
C -2.69 18.44 0.37
C -1.92 19.51 0.03
C -2.51 20.76 -0.11
C -3.92 20.94 0.06
C -4.62 19.81 0.41
N -4.03 18.59 0.54
C -5.13 15.35 -0.51
C -5.65 14.47 -1.45
C -6.98 14.13 -1.27
C -7.71 14.59 -0.25
C -7.08 15.42 0.67
N -5.78 15.79 0.55
H -3.57 16.71 -1.26
H -3.13 15.07 -1.29
H -3.07 13.89 0.79
H -1.39 14.56 0.77
H -0.86 13.05 2.51
H -0.52 12.99 5.03
H -1.87 14.47 6.42
H -3.33 16.18 5.30
H -1.54 17.13 1.56
H -1.32 17.02 -0.19
H -0.83 19.37 -0.10
H -1.85 21.62 -0.31
H -4.43 21.88 -0.04
H -5.67 19.80 0.52
H -5.16 14.09 -2.34
H -7.45 13.49 -2.02
H -8.71 14.23 -0.11
H -7.56 15.66 1.60
C -5.12 22.60 3.23
S -3.63 21.62 3.41
C -4.28 20.11 3.76
S -3.02 18.90 3.92
N -5.58 19.85 3.79
N -5.93 18.54 3.90
C -6.98 18.20 4.52
C -7.29 16.75 4.60
C -8.32 16.29 5.37
C -8.57 14.91 5.32
C -7.76 14.05 4.57
C -6.79 14.64 3.77
N -6.52 15.92 3.77
H -5.86 22.20 2.54
H -4.83 23.59 2.96
H -5.70 22.68 4.14
H -7.71 18.85 5.00
H -8.90 16.96 5.98
H -9.37 14.55 5.88
H -7.96 12.98 4.66
H -6.14 14.07 3.15
*
```

- Among the records above, which one has the highest DFT total energy?
  C6H11N2